C5H7NO3 | ωB97M-V with the def2-TZVPD basis set

XYZ file:
```
16
Properties=species:S:1:pos:R:3:forces:R:3
C -1.07318 1.80316 -0.04790 -1.481 1.425 0.815
C -0.26454 0.92979 -0.23686 0.386 0.273 -0.437
C -3.34163 -0.03144 0.41354 -0.670 0.620 0.554
C 2.05014 0.06820 -0.78210 -0.757 1.730 0.972
C 0.59963 -0.05752 -0.64582 -0.374 -1.873 0.461
N 0.21885 -1.40892 0.19276 -0.720 1.811 -0.330
O -4.17260 0.74109 0.49911 -1.447 1.536 -0.268
O -2.54677 -0.84239 0.44803 1.839 -2.385 -0.268
O 2.77280 0.16418 0.46240 0.679 -0.957 -0.129
H -1.80015 2.54646 0.26658 0.704 -0.470 -0.308
H 2.28197 0.96003 -1.36782 -0.191 -0.055 -0.240
H 2.43432 -0.76253 -1.26884 1.043 -1.644 -0.951
H 0.95952 -2.06574 -0.00693 -0.550 -0.817 -1.070
H -0.83215 -1.54432 -0.10775 2.962 -0.459 1.142
H 0.39210 -1.32313 1.21671 -1.018 0.433 -0.582
H 2.32171 0.82308 0.96489 -0.405 0.832 0.636
```
Forces are in eV/Å.

For the energy above the lowest of the compared OMol25 structures with the same formula, charge and spin, the calculation gives 494.3 kJ/mol. Its total energy is -475.06071 Ha. Its total charge is 0.


H4O2Rb | ωB97M-V with the def2-TZVPD basis set

XYZ file:
```
7
Properties=species:S:1:pos:R:3:forces:R:3
Rb -16.05057 -8.24699 -20.71710 0.009 0.009 0.036
O -17.96457 -10.29340 -20.07448 0.335 0.395 -0.122
H -17.73305 -10.76357 -19.27352 -0.066 -0.204 0.350
H -18.20496 -10.98104 -20.69546 -0.226 -0.236 -0.217
O -13.59224 -8.83334 -19.26885 -0.433 0.089 -0.251
H -13.35583 -8.52528 -18.39396 0.068 0.062 0.345
H -12.75380 -8.96789 -19.71061 0.312 -0.115 -0.141
```
Forces are in eV/Å.

For the energy above the lowest of the compared OMol25 structures with the same formula, charge and spin, the calculation gives 5.8 kJ/mol. Its total energy is -176.78348 Ha. Its total charge is +1.


C5H11O2 | ωB97M-V with the def2-TZVPD basis set

XYZ file:
```
18
Properties=species:S:1:pos:R:3:forces:R:3
C 2.50653 0.29668 -0.16119 0.056 1.896 2.010
C -2.42238 -0.93617 -0.13033 4.918 -2.001 -0.583
C 1.13795 0.96802 0.14417 -0.697 -1.558 -2.695
C -1.37716 0.09672 0.28085 0.251 0.540 1.629
C 0.00722 -0.02960 -0.37222 3.271 0.258 -2.172
O 2.20599 -1.15721 0.00084 -1.920 2.154 -3.630
O 0.72826 -1.27086 0.07863 -1.489 -1.609 0.711
H 2.85828 0.29109 -1.21868 -0.077 0.694 1.098
H 2.40146 -1.49892 0.81455 1.195 -1.609 4.054
H 3.19477 0.75280 0.72849 -0.905 -1.787 -2.559
H -2.50635 -0.82192 -1.16651 -0.442 -0.268 -1.802
H -3.30041 -0.67278 0.28186 -3.058 0.234 1.764
H -1.98470 -1.98798 0.08536 -1.380 1.607 -0.159
H 0.87850 1.07160 1.14872 0.377 0.302 1.918
H 1.15743 1.91808 -0.32997 -0.298 0.920 -0.456
H -1.16459 -0.11469 1.42264 -0.555 1.310 -1.932
H -1.84095 1.15368 -0.01958 1.507 -1.947 1.137
H 0.07476 -0.20242 -1.51533 -0.755 0.864 1.668
```
Forces are in eV/Å.

For the energy above the lowest of the compared OMol25 structures with the same formula, charge and spin, the calculation gives 469.5 kJ/mol. Its total energy is -347.12084 Ha. Its total charge is +1.


C3H4N4OS | ωB97M-V with the def2-TZVPD basis set

XYZ file:
```
13
Properties=species:S:1:pos:R:3:forces:R:3
C 0.61276 -0.82027 0.02459 -0.044 2.528 -3.131
C -1.55060 1.51536 -0.46836 0.578 0.326 1.538
C 0.44608 -1.35891 1.36548 1.140 1.686 1.760
N 1.02440 0.57633 -0.05112 -0.427 -3.034 3.271
N -1.07820 2.18066 0.35908 -0.847 -0.451 -0.919
N 1.54804 1.30820 -0.81984 1.267 1.994 -1.424
N 2.03042 2.19964 -1.31953 -0.297 -0.831 -0.332
O 0.13142 -1.31600 -0.96802 0.593 -0.628 0.401
S -2.28350 0.64392 -1.69315 -1.300 1.762 -1.649
H 1.06537 -0.88647 2.18450 -0.633 -0.229 -1.189
H 0.68621 -2.38915 1.34977 -0.542 -1.162 0.042
H -0.58589 -1.04573 1.51392 -0.313 -0.752 0.677
H -2.04649 -0.60758 -1.47732 0.825 -1.209 0.956
```
Forces are in eV/Å.

For the energy above the lowest of the compared OMol25 structures with the same formula, charge and spin, the calculation gives 213.6 kJ/mol. Its total energy is -809.05144 Ha. Its total charge is 0.


C21H47Cl6N5O5 | ωB97M-V with the def2-TZVPD basis set

XYZ file:
```
84
Properties=species:S:1:pos:R:3:forces:R:3
C 8.66770 -13.96565 22.69005 -2.604 0.290 -0.256
C 7.32038 -13.70132 21.90171 1.571 -0.862 -1.191
O 7.08330 -14.14823 20.78832 0.100 -0.022 0.449
N 6.48836 -12.86909 22.53287 0.507 1.400 2.104
C 5.32491 -12.19356 21.98683 -0.167 -1.245 -0.190
H 9.13048 -13.02456 22.79658 0.635 1.242 0.287
H 9.35654 -14.59781 22.20611 0.368 -0.962 -0.775
H 8.40090 -14.33502 23.66957 0.131 -0.215 0.333
H 6.90526 -12.41731 23.36428 -0.584 -0.521 -0.827
H 4.63579 -12.95088 21.57947 0.246 0.355 0.033
H 5.57875 -11.48754 21.19949 0.004 0.147 0.031
H 4.84256 -11.73239 22.83738 -0.225 0.389 -0.092
C 6.15754 -17.18592 12.74767 -1.231 2.575 1.240
C 5.90197 -16.45253 11.45872 0.323 0.200 -1.291
O 5.12366 -16.89879 10.59864 1.333 1.080 1.117
N 6.68912 -15.31644 11.29698 -1.372 -0.844 -0.789
C 6.90586 -14.63349 10.03571 0.507 -1.181 -0.099
H 6.94001 -16.66241 13.34147 -0.266 -0.825 -0.408
H 6.31731 -18.19525 12.50947 0.475 -1.334 -0.010
H 5.21173 -17.08547 13.33910 0.683 -0.376 -0.348
H 7.24516 -14.91329 12.02900 -0.032 -0.517 0.644
H 6.04535 -14.43368 9.42614 -0.725 -0.322 -0.047
H 7.64957 -15.19731 9.42672 -0.418 0.533 0.230
H 7.28691 -13.69138 10.32997 0.757 1.085 -0.119
C 7.92149 -11.45271 12.28973 1.084 0.594 -0.450
C 7.03406 -12.36223 12.99724 -0.660 -1.346 0.792
O 7.45201 -13.34945 13.59611 0.145 -0.394 -0.054
N 5.73903 -12.01592 13.03429 0.283 -0.356 -0.909
C 4.58913 -12.82454 13.39968 1.300 -0.657 -0.157
H 7.37051 -10.70021 11.70480 0.587 -0.321 -0.057
H 8.70909 -12.02780 11.76871 -0.611 0.399 -0.194
H 8.48286 -10.97803 13.08249 0.254 0.573 0.146
H 5.48986 -11.26461 12.44953 -0.125 0.956 -0.598
H 4.90666 -13.84970 13.69867 -0.251 0.879 -0.098
H 3.93152 -12.87425 12.52301 -0.176 0.006 0.579
H 4.27517 -12.22857 14.22195 -1.712 -0.421 0.872
C 14.99977 -13.05173 13.89887 1.177 -0.974 0.456
C 14.21426 -13.27524 15.17709 -0.662 -0.508 -0.786
O 13.29674 -12.52302 15.43833 -0.457 0.571 0.504
N 14.47953 -14.35431 15.94984 0.097 -0.936 0.459
C 15.39879 -15.44955 15.62878 0.443 0.474 0.034
H 14.42258 -12.51361 13.16606 -0.264 0.409 0.084
H 15.33766 -13.99034 13.42809 -0.177 0.361 0.178
H 15.91273 -12.50597 14.18351 -0.240 0.051 -0.345
H 13.83017 -14.57336 16.72513 0.459 0.667 -0.912
H 15.93382 -15.69247 16.56015 -0.229 -0.314 -0.409
H 16.17374 -15.09660 14.92056 -0.541 -0.306 0.380
H 14.87231 -16.32907 15.20693 0.320 0.422 0.291
C 12.70019 -10.51772 10.60289 -1.001 -1.817 0.443
C 12.17207 -10.55892 12.01967 0.957 1.140 -0.362
O 11.30005 -11.30558 12.38315 -1.275 -1.448 -0.123
N 12.71604 -9.70035 12.89210 -0.490 -0.386 1.278
C 12.35017 -9.74891 14.31139 1.818 -0.742 -0.820
H 13.65345 -11.02092 10.54410 0.578 0.201 0.055
H 12.70769 -9.54457 10.18376 0.159 0.892 -0.409
H 12.02459 -11.19632 10.07205 0.047 0.447 -0.276
H 13.40286 -9.05800 12.63191 1.052 0.813 -0.680
H 11.83115 -8.87639 14.55982 -1.059 1.192 0.611
H 13.26117 -9.83263 14.91910 -0.258 0.071 -0.129
H 11.80128 -10.65456 14.43816 -0.548 -0.289 0.369
Cl 12.45320 -13.83702 8.74637 -0.135 -0.399 0.293
C 12.43515 -15.39172 9.66116 1.756 -0.473 -0.061
C 13.35654 -15.29412 10.92576 -0.867 -0.010 -1.523
Cl 15.05001 -15.00123 10.44321 0.062 -0.195 0.142
H 12.77546 -16.17219 8.95156 -0.056 0.493 0.490
H 11.43430 -15.61605 9.94814 -0.737 0.086 0.318
H 13.29754 -16.18617 11.56208 -0.022 0.315 -0.280
H 13.02788 -14.40095 11.42313 -0.043 0.212 0.642
Cl 4.66377 -14.88351 16.56026 0.786 0.507 0.179
C 6.35179 -14.19547 16.86889 -0.863 0.109 -0.446
C 6.39927 -12.72284 16.48934 1.138 -0.244 1.901
Cl 7.99089 -12.02806 17.08956 -0.039 -0.348 -0.145
H 7.00909 -14.87468 16.34661 0.258 0.287 -0.378
H 6.54960 -14.26244 17.91694 -0.112 -0.251 0.720
H 5.72076 -12.14716 17.10030 -0.632 -0.079 -0.322
H 6.43487 -12.47829 15.47358 -0.484 0.010 -1.355
Cl 10.11394 -15.37275 12.53027 0.866 1.010 0.757
C 10.96535 -14.14350 13.64036 -1.346 0.197 0.326
C 10.60104 -14.35593 15.10571 -1.353 -0.254 -0.527
Cl 10.98976 -15.94547 15.72791 0.822 -1.345 0.275
H 10.69367 -13.13285 13.34341 -0.770 -0.174 -0.102
H 12.01695 -14.07672 13.46203 0.810 -0.992 -0.073
H 9.51383 -14.34507 15.33815 0.709 0.809 -0.729
H 11.13966 -13.67958 15.73419 0.211 0.760 0.104
```
Forces are in eV/Å.

For the energy above the lowest of the compared OMol25 structures with the same formula, charge and spin, the calculation gives 0.0 kJ/mol. Its total energy is -4239.54225 Ha. Its total charge is 0. The SMILES is CNC(C)=O.CNC(C)=O.CNC(C)=O.CNC(C)=O.CNC(C)=O.ClCCCl.ClCCCl.ClCCCl.


C40H54CsN7O4SSi3 | ωB97M-V with the def2-TZVPD basis set

XYZ file:
```
110
Properties=species:S:1:pos:R:3:forces:R:3
Cs 2.12221 1.04792 -0.08218 -2.605 -0.624 -0.684
C 4.94834 -1.17242 -2.87608 0.069 0.071 -0.120
C 4.78855 -0.27250 -1.64656 0.099 0.167 0.111
O 3.97230 0.68838 -1.75100 1.169 -0.405 -0.994
C 5.55951 -0.60775 -0.53237 -0.146 -0.004 0.140
C 5.45369 -0.06380 0.80952 -0.017 -0.091 -0.260
C 6.41972 -0.58322 1.85028 0.076 -0.047 -0.006
N 4.51756 0.76833 1.12453 0.620 0.329 0.575
N 4.46147 1.13100 2.47863 -0.010 -0.221 -0.218
C 3.44355 1.91367 2.75749 0.048 0.111 0.295
O 2.56748 2.44450 1.99816 0.632 0.575 1.161
C 3.31052 2.17997 4.24802 -0.029 0.104 -0.092
C 4.08155 1.52462 5.20799 0.012 0.013 -0.020
C 3.89776 1.77968 6.55808 0.010 0.002 0.017
C 2.93744 2.69485 6.98035 0.024 -0.029 -0.023
C 2.16589 3.35047 6.03202 -0.019 0.000 -0.039
C 2.35295 3.09139 4.67948 -0.024 0.019 0.039
H 4.10998 -0.99309 -3.54907 -0.005 -0.013 0.000
H 4.97889 -2.23029 -2.60720 0.012 -0.002 0.013
H 5.87259 -0.93631 -3.41289 -0.008 0.016 -0.009
H 6.26462 -1.41906 -0.68359 -0.008 -0.040 0.148
H 7.17232 -1.22426 1.38826 0.005 -0.004 0.016
H 5.88209 -1.14738 2.61565 -0.018 -0.009 -0.012
H 6.90613 0.24124 2.37316 0.002 0.028 -0.029
H 4.81494 0.80970 4.85991 0.006 -0.002 0.013
H 4.50085 1.25288 7.29001 -0.006 0.002 0.009
H 2.78490 2.88084 8.03756 0.004 0.008 0.006
H 1.40177 4.05351 6.34604 0.006 0.006 0.003
H 1.75123 3.57286 3.91920 -0.011 0.011 0.009
N -2.40126 2.62664 -4.24049 -0.054 -0.181 -0.149
C -3.30743 1.79695 -4.91268 0.108 0.163 0.090
C -4.23441 2.34002 -5.78502 -0.073 -0.054 -0.023
C -5.15542 1.52237 -6.43470 0.007 0.035 -0.015
C -5.15438 0.16099 -6.19772 0.017 -0.003 0.039
C -4.21764 -0.38192 -5.32111 -0.021 0.018 -0.034
C -3.28156 0.42080 -4.69276 -0.042 -0.121 -0.043
S -2.06420 -0.31375 -3.64874 0.133 0.119 0.080
N -1.24047 0.99599 -2.96105 -0.085 -0.090 -0.054
C -1.47892 2.19099 -3.29989 0.233 0.298 0.175
C -0.77393 3.32083 -2.59029 -0.114 -0.204 0.029
C -1.50078 4.46285 -2.27280 0.039 0.128 0.111
C -0.86821 5.47560 -1.56607 -0.101 -0.032 -0.040
C 0.45793 5.31650 -1.21998 0.141 -0.005 0.077
C 1.10351 4.14203 -1.58875 -0.097 -0.084 -0.094
N 0.50330 3.15929 -2.25259 -0.066 -0.024 -0.148
H -2.37047 3.59415 -4.50395 0.015 0.013 -0.004
H -4.23631 3.41027 -5.95849 -0.005 0.014 0.014
H -5.87114 1.96172 -7.11759 -0.006 -0.004 0.003
H -5.87664 -0.48306 -6.68179 0.002 -0.003 -0.012
H -4.20966 -1.44819 -5.12622 0.004 -0.004 0.002
H -2.55128 4.53670 -2.52060 -0.003 -0.006 0.021
H -1.41744 6.36157 -1.27334 0.007 0.006 0.003
H 0.99056 6.06381 -0.64819 -0.005 0.021 -0.015
H 2.14663 3.98272 -1.33411 -0.039 -0.025 0.018
C -0.99622 2.84602 1.77511 0.067 0.037 0.126
O -1.15308 1.47843 1.54993 -0.033 -0.195 -0.213
Si -1.57983 0.32682 2.71378 0.080 0.360 -0.068
C -0.27614 0.50432 4.06052 0.041 -0.070 0.038
C -3.16400 1.03401 3.49036 -0.058 0.044 0.076
C -1.77901 -1.27782 1.97764 0.060 0.007 -0.113
Si -3.01425 -1.43503 0.69279 -0.115 0.003 -0.166
C -4.69004 -2.10905 1.29751 -0.049 -0.040 0.079
C -2.60412 -2.58993 -0.76162 0.023 -0.046 -0.056
C -3.46488 0.19148 -0.17096 0.003 0.035 -0.006
Si -0.91478 -2.68960 2.64467 0.047 -0.111 0.057
C 0.96796 -2.55235 2.73547 0.079 0.010 0.006
C -1.18437 -4.30744 1.68818 -0.043 -0.051 -0.057
C -1.43737 -3.18198 4.40757 0.007 -0.024 0.068
H -1.91377 3.31184 2.16544 -0.004 -0.009 0.003
H -0.75116 3.33398 0.82463 -0.020 0.004 0.002
H -0.17195 3.05510 2.46788 0.010 -0.001 -0.009
H -0.39433 1.45645 4.58582 0.003 0.007 -0.003
H 0.73070 0.49650 3.63794 0.028 0.013 -0.019
H -0.33631 -0.29238 4.80456 0.009 -0.011 0.054
H -2.98120 1.95981 4.04612 -0.001 0.009 0.003
H -3.58311 0.29759 4.18190 0.001 0.019 0.027
H -3.92169 1.24229 2.73125 -0.041 -0.024 -0.022
H -4.55861 -3.10594 1.73127 -0.012 -0.002 0.007
H -5.44100 -2.17785 0.50304 -0.005 0.005 -0.026
H -5.07751 -1.45892 2.08773 -0.026 -0.005 -0.002
H -2.67376 -3.64427 -0.48684 -0.004 0.010 -0.013
H -1.59620 -2.40229 -1.14316 0.007 0.005 -0.015
H -3.31441 -2.40119 -1.57405 0.003 -0.015 -0.006
H -3.92339 0.90754 0.51377 -0.026 0.026 0.022
H -4.17070 -0.00773 -0.98567 -0.004 0.010 0.002
H -2.57079 0.66642 -0.57860 0.020 -0.014 -0.031
H 1.40011 -2.39544 1.74267 -0.018 0.002 0.047
H 1.40894 -3.46078 3.16043 0.014 -0.006 -0.020
H 1.28705 -1.71161 3.35138 0.024 0.043 0.037
H -0.83164 -4.23637 0.65688 0.027 -0.013 0.007
H -2.24131 -4.58912 1.65937 0.007 -0.022 -0.006
H -0.63195 -5.11082 2.18583 -0.004 -0.016 0.008
H -1.17658 -2.40628 5.13097 -0.007 0.035 0.024
H -0.95840 -4.11319 4.72975 -0.004 -0.010 0.012
H -2.52259 -3.31502 4.44696 0.001 -0.025 -0.005
N -0.49952 -3.54624 -5.91605 -0.017 -0.003 -0.073
C 0.37856 -2.60431 -5.42402 0.027 0.088 0.261
O 0.78181 -1.68626 -6.10630 0.017 -0.062 -0.088
C 0.77956 -2.80091 -3.99599 -0.059 0.078 -0.269
C 0.86622 -4.04967 -3.39801 0.039 -0.105 0.059
C 1.20098 -4.12545 -2.05742 -0.028 0.063 -0.043
C 1.38967 -2.93795 -1.36241 -0.125 -0.015 0.080
N 1.28698 -1.73694 -1.92272 0.223 0.048 0.061
C 1.02756 -1.67267 -3.22090 -0.056 -0.026 0.130
H -0.92313 -3.28812 -6.79339 -0.005 -0.023 0.011
H -1.09642 -4.01600 -5.25592 0.002 -0.002 0.015
H 0.70057 -4.95119 -3.97694 -0.016 0.009 -0.004
H 1.29382 -5.07519 -1.54899 0.002 -0.004 0.001
H 1.60891 -2.95113 -0.29995 0.018 -0.017 -0.050
H 0.97893 -0.68579 -3.66374 0.007 0.044 -0.019
```
Forces are in eV/Å.

For the energy above the lowest of the compared OMol25 structures with the same formula, charge and spin, the calculation gives 120.0 kJ/mol. Its total energy is -3527.85304 Ha. Its total charge is -2.